1.
This record from the Open Molecules 2025 dataset describes the ion C4H6FO2S with charge -1 at a distorted geometry. The level of theory is wB97M-V/def2-TZVPD.

Calculated values
- max |F| (eV Å⁻¹) = 4.65
- 2S+1 = 1
- LUMO energy (Eh) = 0.1417
- net charge = -1
- calculated total energy (a.u.) = -804.5159

Element x y z (Å)
1 C -1.1102 -1.4394 0.8309
2 C -0.2969 -0.3514 0.4120
3 C 0.7957 0.1444 -0.5970
4 C 0.8453 1.6219 -0.5531
5 O 3.3692 -0.0098 -1.1193
6 O 2.7996 -0.0053 1.2788
7 F -0.2319 2.4437 -0.8910
8 S 2.4956 -0.6260 -0.0463
9 H -0.9389 -2.4427 0.5243
10 H -1.9417 -1.2328 1.6282
11 H -0.7710 0.5362 0.8708
12 H 0.6932 -0.2702 -1.5454
13 H 1.6407 1.9479 -1.1110
14 H 1.1594 1.9181 0.5836

2.
This record from the Open Molecules 2025 dataset describes a structure of composition C4H11ClN3OS2 at a distorted geometry. The level of theory is wB97M-V/def2-TZVPD.

Calculated values
- max |F| (eV Å⁻¹) = 3.03
- 2S+1 = 1
- LUMO energy (alpha / beta) (Eh) = -0.2127 / -0.2128
- net charge = +1
- calculated total energy (a.u.) = -1654.7277

Element x y z (Å)
1 C 1.4133 0.8346 0.1224
2 C 1.9466 0.4693 -2.1637
3 C -1.2558 -0.5522 -0.2481
4 C -2.6119 -1.2527 -0.3232
5 N 2.2944 0.3750 -0.7550
6 N 1.3774 0.1863 1.3793
7 N -0.7625 -0.3629 1.1545
8 O 0.5641 1.6474 -0.1211
9 S 1.3414 1.2067 2.5607
10 S -1.3490 1.0123 1.9709
11 Cl -2.5887 -2.5881 0.9419
12 H 1.1983 -0.1740 -2.5536
13 H 1.6986 1.4973 -2.4640
14 H 2.9167 0.1380 -2.5771
15 H -1.3879 0.3530 -0.7797
16 H -0.4411 -1.2083 -0.6719
17 H -2.7974 -1.6293 -1.3428
18 H -3.4143 -0.5997 0.1003
19 H 2.9075 -0.3028 -0.3690
20 H -0.9416 -1.2590 1.6175
21 H 0.8925 0.3620 3.5166
22 H -1.0004 1.8472 1.0051

3.
This record from the Open Molecules 2025 dataset describes a structure of composition C23H50FeN5O4SSi. The level of theory is wB97M-V/def2-TZVPD.

Calculated values
- max |F| (eV Å⁻¹) = 0.67
- 2S+1 = 5
- LUMO energy (alpha / beta) (Eh) = -0.0868 / -0.0894
- net charge = +1
- calculated total energy (a.u.) = -3432.5932
- expectation value of S² = 6.01

Element x y z (Å)
1 Fe -0.1294 -0.1731 -0.0651
2 C -1.8706 2.4379 0.3989
3 C -2.7029 1.5171 -0.4840
4 N -2.4481 0.0977 -0.1947
5 C -3.2105 -0.4654 0.9272
6 C -2.6855 -0.0986 2.3161
7 S -0.8878 -0.2475 2.4802
8 C -0.3658 1.4468 2.8827
9 C 0.2084 2.2668 1.7196
10 N -0.4620 2.0204 0.4406
11 H -2.2519 2.4273 1.4179
12 H -1.9807 3.4665 0.0461
13 H -2.4340 1.6891 -1.5267
14 H -3.7642 1.7666 -0.3766
15 H -2.6950 -0.4353 -1.0210
16 H -3.1881 -1.5503 0.8160
17 H -4.2640 -0.1656 0.8756
18 H -3.1340 -0.7794 3.0392
19 H -2.9773 0.9054 2.6167
20 H 0.4083 1.3490 3.6427
21 H -1.2106 1.9388 3.3641
22 H 1.2497 2.0002 1.5726
23 H 0.1715 3.3251 2.0037
24 H 0.0698 2.4932 -0.2802
25 C -0.3500 0.7277 -4.9998
26 C -1.0430 -0.3349 -4.4443
27 C -0.9901 -0.5247 -3.0744
28 N -0.2964 0.2779 -2.2554
29 C 0.3741 1.2947 -2.8068
30 C 0.3751 1.5596 -4.1626
31 H -0.3702 0.9025 -6.0673
32 H -1.6139 -1.0172 -5.0583
33 H -1.4828 -1.3733 -2.6171
34 H 0.9554 1.9109 -2.1312
35 H 0.9414 2.3954 -4.5487
36 N -0.2873 -3.0964 -1.2935
37 N -0.4652 -2.4049 -0.0345
38 H -0.0909 -4.0774 -1.1045
39 H 0.5783 -2.7308 -1.6815
40 H 0.3243 -2.6446 0.5765
41 H -1.3125 -2.7759 0.3808
42 C 3.8234 -3.1754 -2.3109
43 C 4.0570 -1.6951 -2.0383
44 C 5.4381 -1.2781 -2.5199
45 C 2.9877 -0.8618 -2.7217
46 O 4.0478 -1.4450 -0.6312
47 Si 2.9181 -1.4495 0.5563
48 O 1.6870 -0.4450 0.3102
49 O 2.2315 -2.9498 0.7273
50 C 2.6781 -4.1162 1.4586
51 C 1.9184 -5.2898 0.8613
52 C 2.3054 -3.9286 2.9227
53 C 4.1786 -4.3189 1.3028
54 O 3.7704 -1.2329 1.9315
55 C 4.5546 -0.1729 2.4949
56 C 3.6216 0.9194 2.9883
57 C 5.5202 0.3706 1.4506
58 C 5.3095 -0.7957 3.6569
59 H 3.7749 -3.3588 -3.3857
60 H 2.8898 -3.5131 -1.8546
61 H 4.6369 -3.7729 -1.9009
62 H 5.5439 -1.4475 -3.5928
63 H 6.2050 -1.8522 -1.9997
64 H 5.6032 -0.2197 -2.3138
65 H 3.0452 -0.9854 -3.8050
66 H 3.1187 0.1942 -2.4781
67 H 1.9937 -1.1624 -2.3898
68 H 0.8412 -5.1450 0.9823
69 H 2.1864 -6.2193 1.3644
70 H 2.1485 -5.3958 -0.2006
71 H 1.2235 -3.8155 3.0283
72 H 2.7916 -3.0416 3.3266
73 H 2.6157 -4.7949 3.5091
74 H 4.4466 -4.4115 0.2521
75 H 4.4804 -5.2339 1.8149
76 H 4.7329 -3.4850 1.7320
77 H 3.0164 1.2685 2.1553
78 H 4.1889 1.7583 3.3938
79 H 2.9613 0.5296 3.7663
80 H 4.9811 0.7891 0.5985
81 H 6.1648 -0.4256 1.0782
82 H 6.1434 1.1539 1.8853
83 H 4.6093 -1.2301 4.3718
84 H 5.9109 -0.0448 4.1714
85 H 5.9728 -1.5840 3.2994